77
Properties=species:S:1:pos:R:3:forces:R:3:lowdin_charge:R:1 method="wB97M-V/def2-TZVPD" homo_ev=-9.381 spin_multiplicity=1 smiles="CCCB1OB(CCN)OB([C@H](I)CC)O1.CCOC(=O)C(F)(F)F.CCOC(=O)C(F)(F)F.CCOC(=O)C(F)(F)F" gap_ev=9.7
C 3.479 -1.213 0.990 0.01 -0.04 -0.05 -0.099
C 3.445 -1.421 -0.533 0.11 -0.03 0.02 -0.264
C 3.667 -0.120 -1.308 -0.12 0.03 -0.03 -0.071
B 2.431 0.839 -1.321 -0.30 0.03 -0.22 -0.513
O 2.517 2.134 -1.802 0.41 0.08 0.58 0.299
B 1.573 3.042 -1.349 -0.16 -0.18 -0.43 -0.496
C 1.954 4.482 -0.882 -0.01 0.08 -0.21 -0.048
C 3.396 4.643 -0.372 0.00 0.08 -0.06 -0.279
N 3.448 5.496 0.818 0.05 -0.01 0.10 -0.012
O 0.271 2.565 -1.260 -0.04 0.09 0.56 0.268
B 0.090 1.256 -0.884 0.28 -0.17 -0.31 -0.678
C -1.298 0.705 -0.396 0.08 0.11 0.14 -0.606
I -2.826 1.385 -1.733 -0.05 0.00 -0.04 0.952
C -1.576 1.169 1.044 -0.05 0.01 0.02 -0.311
C -0.821 0.300 2.048 0.10 0.01 -0.02 -0.088
O 1.195 0.419 -0.844 -0.05 -0.02 0.08 0.288
H 4.402 -1.603 1.419 0.01 0.06 0.03 0.071
H 3.427 -0.153 1.252 -0.07 -0.01 0.01 0.073
H 2.654 -1.714 1.495 -0.01 -0.01 -0.02 0.070
H 4.217 -2.142 -0.811 -0.03 -0.04 0.00 0.102
H 2.491 -1.862 -0.825 -0.01 0.05 0.00 0.090
H 3.935 -0.316 -2.353 0.03 0.00 0.02 0.117
H 4.514 0.433 -0.887 0.06 -0.04 -0.09 0.119
H 1.258 4.785 -0.096 0.02 -0.02 0.00 0.113
H 1.773 5.171 -1.717 -0.06 0.02 0.06 0.117
H 4.023 5.030 -1.182 0.04 -0.12 -0.01 0.112
H 3.815 3.671 -0.103 -0.04 0.01 0.03 0.107
H 4.234 5.251 1.405 0.02 0.02 -0.04 0.060
H 3.556 6.473 0.577 -0.08 0.00 -0.03 0.065
H -1.332 -0.382 -0.449 -0.05 0.01 -0.03 0.078
H -2.648 1.136 1.246 0.01 -0.06 0.03 0.087
H -1.280 2.216 1.152 -0.03 0.00 -0.04 0.114
H 0.237 0.218 1.785 0.00 0.01 0.02 0.070
H -1.230 -0.711 2.072 0.00 0.01 -0.01 0.083
H -0.875 0.712 3.056 -0.04 -0.01 -0.02 0.077
C 0.129 -4.037 5.609 0.03 0.01 -0.04 -0.058
C 0.893 -3.251 6.648 -0.02 -0.02 0.08 -0.184
O 1.952 -2.467 6.041 -0.02 -0.01 -0.04 0.034
C 1.577 -1.348 5.448 0.07 0.08 -0.03 -0.404
O 0.475 -0.890 5.379 -0.01 -0.01 -0.02 0.164
C 2.815 -0.638 4.844 -0.03 -0.04 0.05 -0.543
F 3.555 -1.487 4.123 -0.02 0.04 0.05 0.161
F 3.583 -0.145 5.827 -0.03 -0.02 -0.05 0.167
F 2.439 0.365 4.059 0.01 -0.02 0.02 0.167
H 0.803 -4.679 5.043 -0.01 -0.01 0.01 0.085
H -0.611 -4.666 6.105 0.00 0.00 -0.01 0.084
H -0.392 -3.374 4.920 -0.01 0.00 0.02 0.076
H 1.417 -3.904 7.342 0.01 0.01 -0.01 0.125
H 0.245 -2.579 7.210 0.00 0.02 -0.04 0.125
C -5.837 3.500 -2.744 -0.04 0.07 0.04 -0.088
C -7.210 2.993 -3.114 0.01 -0.09 -0.07 -0.181
O -8.241 3.630 -2.316 0.03 0.02 0.02 0.034
C -8.584 4.852 -2.682 -0.11 0.04 0.05 -0.407
O -8.166 5.485 -3.606 0.02 -0.01 0.00 0.169
C -9.688 5.386 -1.736 0.02 -0.02 -0.03 -0.547
F -9.353 5.218 -0.452 -0.01 0.01 -0.04 0.166
F -10.835 4.726 -1.957 0.04 0.02 0.01 0.163
F -9.900 6.680 -1.951 0.00 -0.05 0.01 0.173
H -5.644 3.348 -1.682 0.02 -0.03 -0.01 0.068
H -5.087 2.952 -3.315 0.00 0.00 0.00 0.045
H -5.731 4.559 -2.974 -0.01 -0.01 -0.02 0.082
H -7.321 1.935 -2.887 -0.01 0.01 0.02 0.126
H -7.436 3.156 -4.167 0.00 0.05 0.01 0.126
C 2.018 -3.507 -3.434 0.00 -0.04 0.08 -0.054
C 2.490 -4.720 -4.200 0.00 0.03 -0.11 -0.181
O 2.932 -5.768 -3.300 -0.01 0.02 0.02 0.033
C 1.978 -6.477 -2.723 0.04 -0.10 0.05 -0.407
O 0.797 -6.378 -2.877 0.00 0.02 -0.01 0.170
C 2.613 -7.541 -1.793 -0.02 0.02 -0.03 -0.547
F 3.526 -6.994 -0.982 -0.04 -0.02 -0.02 0.165
F 3.219 -8.485 -2.528 -0.02 0.03 0.03 0.165
F 1.681 -8.122 -1.046 0.04 0.02 -0.03 0.173
H 2.803 -3.152 -2.767 0.01 0.04 -0.04 0.065
H 1.762 -2.710 -4.132 0.01 0.01 0.00 0.088
H 1.135 -3.739 -2.840 -0.01 0.01 -0.03 0.083
H 3.371 -4.501 -4.798 0.01 -0.01 0.02 0.126
H 1.713 -5.122 -4.849 -0.02 -0.02 0.05 0.126

64
Properties=species:S:1:pos:R:3:forces:R:3:lowdin_charge:R:1 method="wB97M-V/def2-TZVPD" homo_ev=-6.259 spin_multiplicity=1 gap_ev=2.4
C -4.816 0.802 -3.672 0.88 0.25 0.82 -0.082
C -3.716 -0.302 -4.016 -1.38 0.43 -1.45 -0.271
O -3.745 -1.433 -3.146 0.94 0.20 0.32 -0.176
C -2.651 -1.426 -2.206 0.95 1.53 -0.55 -0.178
C -2.900 -0.255 -1.183 -1.28 -0.09 0.21 -0.203
O -2.189 -0.320 0.046 0.48 0.04 -1.00 -0.215
C -0.792 -0.654 -0.097 -0.13 -1.58 -0.72 -0.336
P 0.334 0.158 1.251 0.50 0.58 1.24 0.597
C 1.716 -1.225 1.016 1.69 -1.42 -1.80 -0.241
C 2.799 -0.769 -0.017 0.43 -0.14 -1.03 -0.188
C 4.101 -0.189 0.318 0.27 0.15 -1.57 -0.022
C 5.098 0.200 -0.684 -1.52 -0.63 -1.11 -0.054
C 4.818 -0.016 -2.110 -2.37 -0.53 1.71 -0.096
C 3.505 -0.611 -2.455 0.24 0.22 0.92 -0.272
C 3.194 -0.883 -3.955 0.85 -0.78 0.71 -0.083
C 2.508 -0.978 -1.468 2.51 1.09 0.74 0.022
C 1.462 0.931 2.624 0.84 1.18 0.06 -0.408
C 1.254 0.619 4.117 1.79 -0.06 0.82 -0.655
C 2.037 -0.651 4.698 -0.57 0.15 0.58 -0.163
Br 2.271 2.148 5.042 -0.29 0.05 0.05 0.555
B -0.713 -0.944 2.466 -0.71 -1.86 1.68 -0.657
O -0.284 -2.331 2.617 -0.26 0.94 0.13 0.031
O -1.904 -0.675 3.150 0.55 -0.31 -1.70 -0.077
C -2.961 -1.622 2.907 -1.22 0.20 1.19 -0.083
C -0.774 1.746 1.406 -1.11 1.95 -2.43 -0.657
Br -1.547 2.476 3.076 0.53 -0.70 -0.62 0.764
C -1.053 2.586 0.347 -0.52 0.56 2.21 -0.732
C -1.937 3.892 0.487 -0.10 -0.76 -0.78 -0.220
Br -0.358 2.346 -1.472 -0.28 0.11 0.68 0.669
H -5.393 0.486 -2.756 0.40 0.21 -1.17 0.079
H -4.297 1.762 -3.384 -0.58 -0.88 -0.31 0.069
H -5.489 1.027 -4.535 0.48 -0.38 0.77 0.066
H -2.709 0.179 -4.131 -0.68 -0.59 0.47 0.114
H -3.998 -0.689 -5.043 0.44 0.22 1.06 0.116
H -2.448 -2.425 -1.748 -0.78 0.79 -0.29 0.134
H -1.722 -1.157 -2.804 -0.76 -0.49 0.66 0.110
H -2.776 0.763 -1.664 0.21 -1.12 0.25 0.088
H -4.002 -0.304 -0.917 1.17 -0.06 -0.12 0.137
H -0.767 -1.787 0.044 0.33 1.10 -0.03 0.103
H -0.357 -0.475 -1.118 -0.64 0.19 0.69 0.048
H 1.118 0.902 0.290 -0.17 0.32 -0.12 -0.005
H 2.201 -1.533 1.975 -0.37 0.38 -0.77 0.071
H 1.310 -2.165 0.541 0.20 0.86 0.66 0.088
H 4.380 -0.011 1.383 -0.39 -0.29 -1.00 0.107
H 6.100 0.628 -0.420 -1.26 -0.47 0.03 0.106
H 5.571 0.238 -2.922 -0.36 -0.51 0.83 0.068
H 3.019 0.088 -4.529 -0.68 -0.67 0.15 0.059
H 2.310 -1.579 -4.021 0.67 1.20 -0.40 0.112
H 4.046 -1.448 -4.446 -0.73 0.53 0.49 0.097
H 1.544 -1.441 -1.782 0.93 0.47 0.31 0.112
H 1.380 2.050 2.476 -0.03 -1.22 0.22 0.052
H 2.540 0.704 2.356 -1.09 0.17 0.46 0.062
H 0.255 0.755 4.590 0.66 -0.30 -0.84 0.053
H 1.315 -1.479 4.980 0.78 0.68 -0.65 0.079
H 2.540 -0.387 5.673 -0.66 -0.23 -1.07 0.038
H 2.858 -0.995 4.021 -0.91 0.21 0.40 0.070
H 0.455 -2.399 3.240 -0.18 0.01 -0.44 0.066
H -2.771 -2.332 2.067 -0.05 0.61 0.77 0.094
H -3.893 -1.014 2.707 1.03 -0.66 -0.10 0.101
H -3.180 -2.164 3.877 0.39 0.23 -1.16 0.097
H -1.456 4.647 1.160 -0.42 -0.72 -0.56 0.061
H -2.936 3.581 0.905 1.07 0.42 -0.22 0.057
H -2.155 4.357 -0.513 0.47 -0.46 0.89 0.049
Cu 4.652 0.996 -4.640 -0.20 -0.31 0.85 0.673

74
Properties=species:S:1:pos:R:3:forces:R:3:lowdin_charge:R:1 method="wB97M-V/def2-TZVPD" homo_ev=-4.511 spin_multiplicity=1 charge=-1 gap_ev=6.6
C -0.034 0.582 -2.096 -0.23 -0.20 -0.40 -0.070
C -1.502 1.009 -2.188 0.49 0.33 0.09 -0.198
N -2.270 0.151 -3.107 -0.59 -0.11 0.84 -0.055
C -2.011 -1.283 -2.841 -0.18 -0.24 -0.32 -0.256
C -2.505 -1.796 -1.476 0.16 -0.19 -0.08 -0.207
Ga -1.008 -2.542 -0.277 -0.61 -0.28 0.14 0.532
C 0.336 -3.377 -1.572 0.38 0.30 -0.09 -0.280
O -0.349 -4.082 -2.624 -0.17 0.01 -0.03 -0.286
C 0.341 -4.071 -3.844 0.00 0.04 0.10 -0.160
C -0.352 -1.026 0.958 0.25 0.12 0.00 -0.192
C 1.098 -0.614 1.101 0.19 0.53 0.59 -0.469
C 2.156 -1.338 0.310 0.21 0.05 0.08 -0.062
N 1.503 0.339 1.879 -0.31 -1.13 -0.43 0.068
B -1.853 -4.083 0.969 -0.02 0.12 -0.23 -0.578
O -1.817 -5.441 0.631 -0.62 0.11 0.47 0.062
O -2.449 -3.812 2.215 -0.01 -0.53 0.18 0.038
C -3.583 0.559 -3.256 0.10 1.25 -0.09 -0.490
C -4.628 -0.426 -3.750 -0.24 0.21 0.23 -0.002
O -3.924 1.737 -3.053 0.36 -1.36 -0.17 0.005
H 0.594 1.393 -1.732 -0.10 -0.02 0.06 0.059
H 0.313 0.293 -3.096 0.11 0.17 0.13 0.090
H 0.082 -0.290 -1.449 0.05 0.18 -0.08 0.022
H -1.960 0.960 -1.190 0.02 0.04 -0.07 0.112
H -1.560 2.055 -2.497 -0.16 -0.28 -0.18 0.115
H -2.458 -1.870 -3.648 0.10 0.16 -0.01 0.104
H -0.935 -1.434 -2.961 -0.19 0.06 -0.02 0.065
H -3.085 -1.035 -0.939 0.05 0.02 -0.11 0.057
H -3.197 -2.630 -1.656 0.03 0.13 0.07 0.043
H 0.970 -2.596 -2.027 -0.08 -0.09 -0.05 0.040
H 1.036 -4.074 -1.081 -0.04 0.03 -0.06 0.059
H 1.380 -4.416 -3.723 -0.11 0.00 -0.06 0.082
H -0.187 -4.730 -4.538 0.06 0.00 0.05 0.078
H 0.361 -3.059 -4.284 0.07 -0.10 0.09 0.079
H -0.698 -1.287 1.970 0.00 0.01 -0.14 0.057
H -0.894 -0.107 0.689 -0.06 -0.13 0.04 0.048
H 2.065 -2.422 0.431 -0.08 0.15 -0.02 0.075
H 3.149 -1.022 0.646 -0.11 -0.03 -0.07 0.069
H 2.058 -1.125 -0.761 -0.07 -0.05 0.18 0.066
H 0.687 0.724 2.361 -0.08 -0.07 0.00 0.048
H -2.112 -5.523 -0.280 0.65 -0.05 -0.30 0.070
H -3.280 -3.348 2.078 0.13 0.38 -0.02 0.048
H -4.812 -0.249 -4.814 0.11 -0.10 0.09 0.083
H -5.548 -0.170 -3.215 0.13 -0.02 -0.15 0.085
H -4.407 -1.471 -3.558 0.07 0.03 -0.11 0.055
C 2.344 2.778 0.818 0.07 0.25 0.06 -0.064
C 3.050 4.088 1.088 0.01 -0.06 -0.23 -0.307
O 3.466 4.485 -0.205 -0.06 0.28 0.01 0.107
C 2.601 3.934 -1.112 0.01 -0.22 0.20 -0.554
O 2.533 4.258 -2.247 0.06 0.05 -0.19 0.180
O 1.852 2.990 -0.515 0.06 0.15 0.00 0.064
F 4.151 3.949 1.872 0.09 -0.04 0.01 0.061
H 3.035 1.936 0.825 -0.04 0.09 0.09 0.129
H 1.524 2.566 1.495 0.05 0.09 -0.22 0.113
H 2.419 4.870 1.514 0.08 0.02 0.10 0.171
C -5.263 -4.501 5.493 0.02 -0.10 0.06 -0.051
C -5.016 -3.039 5.807 0.09 -0.06 -0.10 -0.320
O -4.825 -2.487 4.524 -0.23 0.18 0.08 0.135
C -5.498 -3.258 3.624 0.19 -0.14 0.04 -0.558
O -5.729 -2.946 2.508 0.03 0.04 -0.12 0.189
O -5.866 -4.426 4.200 -0.06 -0.02 0.08 0.075
F -3.904 -2.848 6.557 0.03 -0.02 -0.05 0.076
H -4.319 -5.044 5.426 0.05 0.06 0.01 0.148
H -5.931 -4.994 6.193 -0.10 0.01 -0.09 0.135
H -5.851 -2.531 6.294 0.05 0.02 0.09 0.169
C 6.842 5.745 0.703 -0.08 -0.13 -0.02 -0.048
C 6.256 7.090 0.330 -0.01 -0.03 0.09 -0.312
O 7.118 7.990 1.004 0.05 0.10 -0.22 0.129
C 8.332 7.387 1.144 -0.13 -0.09 0.07 -0.559
O 9.330 7.945 1.447 0.10 0.07 0.08 0.178
O 8.227 6.067 0.879 -0.03 -0.05 -0.03 0.072
F 4.993 7.256 0.787 0.06 0.02 0.10 0.077
H 6.424 5.389 1.644 -0.07 0.04 0.00 0.137
H 6.719 4.984 -0.062 0.13 0.03 -0.05 0.142
H 6.272 7.315 -0.737 -0.12 -0.01 -0.01 0.174